This record from the OMol25 dataset describes 2 unconnected molecules or ions with the total composition C10H22ClP. The level of theory is the ωB97M-V functional and the def2-TZVPD basis.

```
! wB97M-V def2-TZVPD RIJCOSX def2/J DEFGRID3
* xyz 0 1
C 1.847 0.390 -1.229
C 3.172 0.365 -0.614
C -1.336 1.077 -1.896
C -0.561 -1.181 -2.835
C -1.990 -1.201 -0.828
C -0.963 0.961 1.755
C 0.262 -1.129 2.195
C 1.417 1.131 1.958
C -0.979 -0.364 -1.532
C 0.236 0.203 1.471
P 0.511 -0.367 -0.411
Cl -2.899 -1.748 3.131
H 1.815 0.820 -2.163
H 3.254 -0.324 0.249
H 3.144 1.345 -0.119
H 4.077 0.490 -1.258
H -2.197 1.198 -2.657
H -1.758 1.583 -1.002
H -0.548 1.695 -2.402
H -1.554 -1.436 -3.311
H -0.125 -2.017 -2.510
H 0.110 -0.592 -3.433
H -2.926 -1.270 -1.237
H -1.583 -2.228 -0.700
H -2.131 -0.830 0.224
H -1.813 0.356 2.017
H -0.994 1.539 2.643
H -1.149 1.684 1.015
H -0.222 -0.885 3.101
H 1.238 -1.553 2.145
H -0.475 -1.866 1.728
H 2.504 0.891 1.841
H 1.332 2.098 1.568
H 1.283 1.167 3.097
*
```

Values from the calculation:
- relative energy (zero: lowest compared OMol25 entry of this formula, charge and spin) (kJ/mol) = 189.6
- LUMO energy (eV) = -2.74
- energy (a.u.) = -1195.5789
- frontier orbital gap (eV) = 4.0
- E_HOMO (eV) = -6.76